Entry 1:
The following is a DFT calculation (the ωB97M-V functional and the def2-TZVPD basis) of the molecule C4H9N3O.

Geometry as ORCA input:
```
! RIJCOSX wB97M-V def2-TZVPD def2/J DEFGRID3
* xyz 0 3
C 1.068 -0.284 0.931
C 1.876 -1.404 1.255
C -1.639 0.169 -1.243
C -0.619 1.971 0.157
N 1.109 -2.749 -0.442
N 0.247 -0.317 -0.068
N -0.484 0.672 -0.557
O 1.832 -2.458 0.592
H 1.476 0.603 1.393
H 2.524 -1.473 2.106
H -2.523 0.371 -0.451
H -1.890 0.895 -2.144
H -1.691 -0.831 -1.777
H -1.294 2.700 -0.378
H -1.036 1.750 1.168
H 0.376 2.295 0.288
H 0.668 -1.911 -0.829
*
```

Properties
frontier orbital gap (spin up / spin down) = 7.0 / 7.9 eV
E_tot = -397.04194 hartree
⟨S²⟩ = 2.03


Entry 2:
The following is a DFT calculation (the ωB97M-V functional and the def2-TZVPD basis) of the molecule C21H17FN4.

Geometry as ORCA input:
```
! RIJCOSX wB97M-V def2-TZVPD def2/J DEFGRID3
* xyz 0 1
F 3.788 0.647 2.493
N 1.205 -2.937 1.230
N 1.736 -3.006 2.498
C 1.015 -1.677 0.928
C 1.959 -1.790 2.906
C -3.717 1.019 -5.634
C 1.253 3.279 2.582
C -3.434 1.876 -4.599
C -3.228 -0.288 -5.583
C 0.116 2.560 2.360
C 2.491 2.625 2.631
C -0.578 -2.061 -0.891
C 0.546 0.070 -0.878
C -2.633 1.461 -3.511
C -2.449 -0.725 -4.552
C -1.373 -1.622 -1.919
C -0.195 0.480 -1.979
C 0.192 1.179 2.181
C 2.595 1.214 2.483
C 0.312 -1.187 -0.272
C -2.124 0.110 -3.476
C -1.200 -0.348 -2.442
C 1.425 0.477 2.190
N 1.542 -0.878 1.953
N 2.430 -1.448 4.144
C 2.551 -2.412 5.245
H -4.325 1.388 -6.471
H 1.173 4.371 2.692
H -3.738 2.923 -4.599
H -3.454 -0.984 -6.404
H -0.851 3.075 2.301
H 3.420 3.170 2.750
H -0.697 -3.107 -0.573
H 1.298 0.711 -0.506
H -2.369 2.208 -2.742
H -2.026 -1.742 -4.632
H -2.092 -2.344 -2.328
H -0.088 1.473 -2.443
H -0.717 0.653 1.936
H 2.529 -0.449 4.296
H 1.575 -2.874 5.459
H 2.879 -1.890 6.149
H 3.262 -3.199 5.027
*
```

Properties
SMILES = CNc1nnc(-c2ccc(-c3ccccc3)cc2)n1-c1ccccc1F
frontier orbital gap = 8.2 eV
E_tot = -1129.31751 hartree


Entry 3:
The following is a DFT calculation (the ωB97M-V functional and the def2-TZVPD basis) of a structure of composition C13H12AsMoN4O6S2.

Geometry as ORCA input:
```
! RIJCOSX wB97M-V def2-TZVPD def2/J DEFGRID3
* xyz 1 3
Mo -0.356 1.134 -0.106
N -2.974 3.471 1.338
C -1.806 3.159 0.799
S -1.662 2.961 -0.941
N -0.796 2.936 1.656
N 0.356 2.660 0.980
C 1.519 3.170 1.010
C 2.377 2.552 -0.009
C 3.699 2.871 -0.213
C 4.367 2.266 -1.276
C 3.679 1.388 -2.087
C 2.346 1.106 -1.811
N 1.705 1.665 -0.789
H -3.790 3.570 0.759
H -3.061 3.540 2.340
H 1.796 3.994 1.655
H 4.195 3.578 0.437
H 5.407 2.494 -1.465
H 4.152 0.912 -2.934
H 1.771 0.429 -2.426
O 1.745 -1.781 -0.525
As 0.230 -1.900 -1.399
O 0.455 -2.541 -2.859
O -0.263 -0.206 -1.455
C -1.085 -2.777 -0.324
C -1.486 -3.990 -0.863
C -2.421 -4.781 -0.200
C -2.953 -4.365 1.004
C -2.567 -3.146 1.554
C -1.645 -2.358 0.890
S -1.300 -0.799 1.623
O -2.032 0.237 0.782
O -1.671 -0.825 2.989
O 0.128 -0.464 1.300
H 2.378 -2.328 -1.014
H -1.065 -4.314 -1.807
H -2.724 -5.725 -0.632
H -3.673 -4.981 1.524
H -2.977 -2.811 2.496
*
```

Properties
frontier orbital gap (spin up / spin down) = 7.9 / 7.8 eV
E_tot = -4273.23807 hartree
⟨S²⟩ = 2.02


Entry 4:
The following is a DFT calculation (the ωB97M-V functional and the def2-TZVPD basis) of a structure of composition C10H20Br2O6P.

Geometry as ORCA input:
```
! RIJCOSX wB97M-V def2-TZVPD def2/J DEFGRID3
* xyz -1 1
C 3.597 -2.181 0.574
C 3.358 -1.122 1.675
O 3.025 -1.474 2.763
O 3.573 0.212 1.418
C 2.331 0.905 1.070
C 2.569 1.687 -0.254
C 1.537 1.414 -1.390
C 1.106 -0.085 -1.551
C -0.382 -0.211 -1.031
C -0.795 -1.701 -1.183
C -2.054 -2.147 -0.341
C -2.619 -1.090 0.626
O -3.495 -0.183 -0.093
P -3.400 1.362 0.475
O -2.300 2.090 -0.194
O -4.800 2.138 0.095
O -3.244 1.429 2.123
Br -1.600 2.140 2.587
H 2.614 -2.621 0.339
H 4.335 -2.930 0.902
H 3.948 -1.643 -0.328
H 1.459 0.230 1.059
H 2.161 1.612 1.907
H 2.473 2.765 -0.001
H 3.614 1.574 -0.599
H 2.028 1.703 -2.344
H 0.614 2.012 -1.280
H 1.688 -0.774 -0.901
H 1.198 -0.436 -2.594
H -0.973 0.421 -1.714
H -0.357 0.159 0.004
H -1.060 -1.846 -2.252
H 0.039 -2.402 -0.983
H -2.869 -2.420 -1.041
H -1.783 -3.094 0.170
H -1.862 -0.576 1.244
H -3.276 -1.631 1.344
H -4.682 2.322 -0.858
Br -5.713 4.393 0.556
*
```

Properties
frontier orbital gap = 4.5 eV
E_tot = -6333.92226 hartree


Entry 5:
The following is a DFT calculation (the ωB97M-V functional and the def2-TZVPD basis) of a cluster of 2 separate species, C2H2O2S2 in total.

Geometry as ORCA input:
```
! RIJCOSX wB97M-V def2-TZVPD def2/J DEFGRID3
* xyz 0 1
C -1.519 -0.468 -1.998
C -0.778 -0.527 -1.069
O 2.364 0.130 1.514
O 0.617 -0.902 0.243
S -0.311 0.482 2.601
S 0.980 0.253 1.170
H -2.247 -0.317 -2.743
H 0.894 1.349 0.283
*
```

Properties
frontier orbital gap (spin up / spin down) = 6.3 / 6.3 eV
E_tot = -1023.98095 hartree


Entry 6:
The following is a DFT calculation (the ωB97M-V functional and the def2-TZVPD basis) of a cluster of 2 separate species, C7H9B4F4N2O9 in total.

Geometry as ORCA input:
```
! RIJCOSX wB97M-V def2-TZVPD def2/J DEFGRID3
* xyz -1 1
N 2.865 -1.176 -0.648
B 1.790 -0.741 0.162
O 1.876 -0.710 1.521
C 0.438 -0.271 -0.566
C -0.527 -1.107 -0.970
C -0.444 -2.598 -0.766
O -0.251 -2.921 0.624
N -1.354 -2.440 1.351
O -1.136 -2.467 2.493
C -1.738 -0.584 -1.651
O -2.429 -1.285 -2.370
C -2.097 0.848 -1.429
B -3.587 1.313 -1.678
O -4.646 0.564 -1.264
O -3.813 2.530 -2.275
C -1.150 1.710 -1.028
B -1.414 3.251 -0.779
O -0.908 4.201 -1.607
O -2.153 3.640 0.313
C 0.242 1.190 -0.802
O 1.186 1.955 -0.814
H 3.713 -1.344 -0.113
H 3.074 -0.646 -1.481
H 1.612 -1.474 2.039
H -1.344 -3.083 -1.141
H 0.421 -3.024 -1.269
H -4.400 -0.329 -1.008
H -4.401 3.116 -1.794
H -0.725 5.028 -1.153
H -2.508 2.898 0.809
B 4.764 -1.203 3.464
F 4.612 0.182 3.290
F 5.410 -1.465 4.686
F 3.494 -1.830 3.458
F 5.527 -1.732 2.394
*
```

Properties
frontier orbital gap = 8.0 eV
E_tot = -1558.23216 hartree


Number 1: largest force on an atom 6.95 eV/A. Number 2: largest force on an atom 3.16 eV/A. Number 3: largest force on an atom 1.26 eV/A. Number 4: largest force on an atom 4.88 eV/A. Number 5: largest force on an atom 6.79 eV/A. Number 6: largest force on an atom 0.76 eV/A.